ORCA calculation (ωB97M-V with the def2-TZVPD basis set) on a 11-piece molecular cluster, C41H105O27P3 overall at a distorted geometry.

Calculated values
E_HOMO in eV: -9.03
SMILES string: COP(=O)(OC)OC.COP(=O)(OC)OC.COP(=O)(OC)OC.C1CCOC1.COCCOC.COCCOC.COCCOC.COCCOC.COCCOC.COCCOC.COCCOC
Total charge: 0
DFT total energy in eV: -127363.1138
Multiplicity: 1
HOMO-LUMO gap in eV: 9.5

Geometry as XYZ:
```
176
Properties=species:S:1:pos:R:3:forces:R:3
P 4.695 2.699 -1.109 0.389 -0.110 0.254
P -6.957 2.946 0.429 -1.087 1.036 0.216
P 5.114 -3.478 0.310 -0.607 -0.719 0.098
O -4.064 1.579 -3.496 0.068 0.669 -0.067
O 5.354 -4.355 1.625 -0.739 0.588 -0.358
O -6.000 4.182 0.099 0.071 -0.837 0.589
O 3.749 -4.128 -0.180 0.180 0.958 -0.328
O -4.699 -3.201 -5.242 -0.178 0.530 0.484
O -7.435 2.415 -1.017 -0.058 0.421 0.912
O 4.728 -2.048 0.877 -0.115 -0.451 0.408
O 1.667 2.806 5.925 -0.549 0.608 0.243
O -8.043 3.311 1.344 -0.027 -0.448 -0.502
O 0.686 3.871 -1.321 -0.003 0.048 -0.326
O 2.887 -1.395 5.074 0.534 0.250 -0.845
O -1.742 -0.248 -1.490 -0.212 0.271 -0.864
O 0.753 -0.586 0.812 0.258 1.013 0.523
O -6.544 -0.934 -4.868 -0.358 0.196 -0.077
O 6.024 2.070 -1.752 -1.008 0.291 0.535
O -4.201 -1.361 2.050 -0.021 0.585 0.107
O 3.592 1.922 -1.939 -0.161 0.367 0.083
O 4.617 2.588 0.369 -0.118 0.249 -1.127
O 4.809 -3.253 5.951 -0.149 -0.435 -0.241
O -1.461 1.742 0.822 -0.504 0.773 0.299
O 6.155 -3.528 -0.709 0.208 0.207 0.074
O 4.633 4.182 -1.727 0.285 -1.413 0.905
O -0.526 2.313 -3.797 -0.225 -3.041 -1.581
O 5.142 3.198 6.530 -0.099 0.722 0.043
O -3.233 -4.152 1.811 0.669 -0.118 0.412
O -5.952 1.858 0.959 0.713 0.401 0.305
O 2.750 -2.807 -4.366 -0.026 -0.041 0.490
C 0.592 1.767 -4.465 0.573 0.024 -0.331
C -5.124 -2.275 -6.256 -0.238 -2.361 0.427
C 3.867 -0.394 5.335 -1.011 0.362 0.725
C -3.095 -0.460 -1.163 -0.756 -0.670 -0.417
C -0.021 3.492 -0.187 0.003 0.234 2.105
C 4.946 -0.830 0.204 0.324 1.298 -1.060
C 4.322 -1.442 -5.306 1.159 0.938 -0.620
C -6.856 -1.358 -3.540 -0.700 0.461 -0.988
C -6.566 5.469 -0.102 0.181 0.937 -0.658
C 3.751 3.120 6.813 0.800 -1.428 -0.609
C -0.574 2.087 -0.225 -0.081 -1.041 -0.616
C 5.181 -4.375 6.714 1.299 -0.437 -0.138
C 3.577 5.043 -1.319 -0.574 1.524 -0.502
C 3.850 -3.611 4.987 -1.115 1.024 -0.720
C -6.448 0.747 1.691 -0.815 -1.638 -0.311
C 5.902 2.720 7.611 -0.785 -0.558 0.602
C -3.385 -3.640 -5.366 0.882 -0.433 0.282
C -2.866 2.306 -3.444 0.826 -0.401 -0.992
C 0.968 -0.356 2.206 -0.330 -0.400 -0.303
C 3.902 -2.860 -5.203 -1.069 -0.407 -0.844
C -0.860 -1.157 -0.884 0.319 0.047 0.215
C 7.273 2.230 -1.065 0.211 0.928 -0.343
C -6.554 -1.916 -5.883 0.673 0.644 -0.449
C 4.190 -0.979 -3.866 0.284 0.033 0.524
C -4.671 1.527 -4.833 0.524 -0.454 2.495
C -0.140 4.298 -2.400 -0.665 1.333 0.995
C 2.458 -3.821 0.368 0.175 -0.504 0.613
C 3.341 -2.389 4.183 -0.269 -1.036 0.816
C -3.337 -5.560 2.078 -0.012 1.224 -0.685
C -1.726 1.661 -4.218 0.745 -0.498 -0.651
C -3.197 -1.275 3.048 -0.496 -1.546 0.560
C 2.392 1.470 -1.318 -1.045 -0.319 0.514
C -4.999 -2.537 2.073 0.125 0.582 -1.221
C 6.548 -4.388 2.365 1.238 0.150 0.281
C -0.620 -0.818 0.596 -0.363 -3.447 -0.584
C -6.341 2.169 -1.883 1.400 0.048 -0.403
C 3.138 -1.970 -3.263 0.440 0.601 -0.591
C 0.692 2.913 4.937 0.172 0.591 -2.065
C 2.978 3.147 5.511 -0.222 -0.172 0.035
C -2.829 2.029 0.644 0.095 1.825 -0.814
C -4.377 -3.588 1.168 0.631 -0.696 1.130
H -3.723 0.414 -1.340 0.566 0.260 0.246
H -4.462 -1.419 -6.398 -0.055 0.196 0.411
H 4.887 -0.865 -0.889 0.010 -0.652 0.050
H -3.008 3.082 0.900 -0.239 -0.140 0.340
H 1.470 2.303 -4.109 -0.015 0.356 -0.392
H 0.508 4.740 -3.152 0.146 -0.172 -0.152
H 7.422 -4.148 1.751 -0.164 -0.291 -0.194
H -3.582 -1.168 -1.850 0.403 -0.519 0.061
H 1.469 1.752 -1.835 0.705 -0.173 -0.886
H -7.389 0.919 2.211 0.062 0.564 -0.023
H 2.622 4.877 -1.825 0.474 -0.337 -0.387
H -7.610 -0.660 -3.169 0.331 0.258 0.305
H -3.418 -6.012 1.088 -0.376 -0.676 0.281
H 4.655 -0.739 6.005 0.081 -0.170 -0.140
H -3.481 1.393 1.234 0.243 -0.240 0.090
H 2.475 -2.804 3.654 -0.124 0.232 -0.052
H -0.737 3.499 -2.838 0.564 1.292 0.971
H 3.978 6.016 -1.609 -0.422 0.146 0.191
H 3.281 2.412 4.758 0.485 -0.185 0.285
H -2.729 -0.296 3.060 0.059 -0.032 -0.335
H -7.457 5.458 -0.731 0.085 -0.268 -0.149
H -3.207 -0.819 -0.139 -0.148 0.134 0.069
H 4.108 -4.353 4.219 0.762 -0.242 0.380
H -1.176 -2.202 -0.994 -0.639 0.127 0.113
H 5.705 1.646 7.758 0.304 -0.075 -0.266
H 4.002 -2.011 3.399 0.364 0.075 0.301
H 2.330 -4.574 1.147 -0.602 0.053 -0.041
H -4.384 2.416 -5.389 0.020 -0.235 -0.420
H -5.419 2.617 -1.501 -0.088 -0.173 0.069
H -7.166 -2.754 -5.553 0.340 -0.389 -0.203
H 2.459 0.390 -1.223 -0.139 -0.059 0.202
H 3.269 5.087 -0.271 0.850 -0.532 0.242
H -2.440 2.373 -2.442 -0.888 0.086 0.247
H 0.858 0.713 -4.300 -0.753 -0.135 0.562
H -0.803 5.095 -2.047 0.012 0.278 0.143
H 5.174 -1.023 -3.394 -0.177 -0.120 0.289
H -3.097 -4.343 -4.576 -0.630 0.216 0.319
H -5.743 0.281 2.377 0.449 0.859 -0.078
H 2.315 -1.346 -2.908 -0.431 -0.530 -0.088
H 0.421 1.829 -5.544 0.360 0.379 -0.070
H 5.328 -1.394 -5.737 0.158 0.147 0.467
H -5.068 -2.878 -7.172 -0.351 0.394 -0.389
H 6.962 2.896 7.458 -0.048 0.130 -0.113
H -3.108 1.989 -0.419 0.035 -0.327 0.304
H -4.183 -5.716 2.748 -0.134 -0.466 -0.173
H 3.265 0.355 5.853 0.369 0.229 0.071
H -1.782 1.781 -5.309 -0.364 0.144 -0.001
H -1.616 0.583 -4.056 -0.331 -0.014 0.410
H 0.427 0.540 2.519 0.107 0.077 0.108
H 3.751 -0.807 -5.989 -0.543 -0.460 0.059
H 6.598 -3.671 3.192 -0.597 -0.017 -0.039
H -4.355 0.539 -5.155 -0.144 0.294 -1.127
H -5.915 -2.222 1.562 -0.278 -0.122 0.340
H 0.646 3.518 0.686 0.458 0.093 -0.313
H -5.726 1.499 -4.586 -0.179 0.019 -0.631
H 6.643 -5.397 2.766 0.072 0.094 -0.036
H 0.581 3.910 4.477 0.149 0.403 0.777
H 4.438 -4.864 7.352 -0.536 0.466 -0.256
H -4.020 -3.088 0.267 -0.267 -0.097 -0.175
H 6.008 -4.081 7.363 -0.092 0.138 -0.018
H 3.838 0.048 -3.781 0.064 -0.003 -0.003
H -7.399 -2.304 -3.565 0.575 -0.349 0.209
H -6.992 -1.526 -6.808 -0.329 0.369 0.274
H 2.342 -2.835 0.820 0.492 0.116 -0.167
H 7.709 3.159 -1.443 0.303 -0.208 -0.074
H -6.641 -0.057 0.972 -0.110 0.077 -0.097
H -2.686 -2.803 -5.244 0.117 -0.055 -0.538
H -5.204 -2.861 3.094 0.025 -0.200 0.015
H 4.695 -3.486 -4.781 -0.028 -0.015 0.158
H -1.367 -0.133 1.002 0.817 0.108 -0.162
H -2.527 -2.128 2.908 0.563 0.520 -0.038
H 7.891 1.376 -1.323 0.014 -0.009 0.076
H 3.113 4.110 5.005 -0.595 0.261 0.208
H 0.090 -1.195 -1.426 0.060 0.713 -0.023
H -3.647 -1.471 4.032 -0.061 0.346 0.056
H 3.602 2.130 7.260 -0.379 0.015 0.127
H 4.198 -0.082 0.469 -0.026 -0.273 0.559
H -0.819 -1.808 1.042 -0.078 0.182 0.665
H 5.580 -5.140 6.034 -0.055 -0.129 0.119
H 2.141 1.940 -0.363 1.024 -0.203 0.233
H 2.029 -0.279 2.427 0.055 0.119 -0.216
H -0.969 1.875 -1.231 -0.234 0.037 0.451
H -2.962 3.298 -3.900 -0.344 0.281 0.419
H 0.192 1.322 -0.054 0.301 0.598 -0.406
H -6.447 2.654 -2.853 -0.622 -0.208 0.027
H 1.715 -3.899 -0.422 0.087 -0.270 -0.069
H -2.426 -5.918 2.548 0.088 0.241 0.069
H 0.987 2.383 4.016 -0.084 -0.692 0.337
H -0.772 4.226 0.145 -0.341 -0.027 -0.669
H -0.307 2.617 5.237 0.231 -0.340 0.505
H -5.938 -1.334 -2.958 -0.132 -0.370 0.335
H 5.934 -0.423 0.423 -0.044 -0.116 0.248
H 3.493 -2.606 -2.450 0.246 0.139 0.049
H -6.139 1.103 -1.984 -0.289 0.005 -0.133
H -6.834 6.059 0.776 0.151 -0.704 0.496
H 7.188 2.372 0.012 -0.372 -0.419 0.011
H 4.292 0.074 4.444 -0.027 -0.272 -0.215
H -5.051 -4.424 0.953 -0.348 0.365 -0.288
H 3.364 3.853 7.523 0.275 0.342 -0.083
H 3.609 -3.256 -6.177 -0.103 -0.267 0.189
H 5.547 3.145 8.560 0.352 0.422 -0.067
H 2.964 -3.995 5.504 -0.033 -0.114 0.089
H -5.766 6.018 -0.599 -0.204 0.103 -0.173
H -3.214 -4.253 -6.261 0.016 0.606 -0.375
H 0.563 -1.218 2.748 0.045 0.053 0.250
```
Positions in Å, forces in eV/Å.



ORCA calculation (ωB97M-V with the def2-TZVPD basis set) on a 10-piece molecular cluster, C41H108F3N12O13P2S overall at a distorted geometry.

Calculated values
E_HOMO (spin up / spin down) in eV: -7.53 / -7.53
⟨S²⟩: 0.761
Total charge: 0
DFT total energy in eV: -126326.1478
Multiplicity: 2
HOMO-LUMO gap (spin up / spin down) in eV: 6.7 / 1.7

Geometry as XYZ:
```
180
Properties=species:S:1:pos:R:3:forces:R:3
S -0.746 1.890 -0.776 2.789 0.034 -1.223
P 2.299 -3.314 3.736 0.358 0.911 0.098
P -5.225 -3.988 2.897 -1.073 0.105 3.133
F -2.519 0.135 -1.602 -1.979 -1.050 -1.945
F -0.751 -0.741 -0.714 -0.398 -0.933 0.098
F -2.357 0.092 0.542 0.111 -0.456 -0.313
O -6.466 -4.682 3.355 1.383 0.329 -1.611
O 3.892 3.392 2.055 -0.006 1.378 -0.399
O -4.507 1.421 -4.988 1.306 0.264 0.205
O 4.509 2.344 -6.570 0.460 -1.413 -0.632
O 1.142 -4.082 4.280 0.937 0.060 0.241
O 6.634 -1.072 -0.670 0.069 0.124 -0.163
O 3.161 -1.954 -4.013 -0.555 0.301 -0.099
O -1.728 2.924 -0.844 -1.553 0.164 0.752
O 0.132 1.951 0.404 -1.666 -1.444 -0.154
O -6.342 2.568 -1.018 -1.987 -1.981 -0.538
O 0.003 1.825 -2.044 -0.841 -1.348 1.522
O -3.122 5.085 3.871 2.768 -3.365 0.370
O -1.490 4.020 5.068 -0.755 1.405 -0.765
N -3.788 4.584 0.378 3.117 2.239 -0.171
N 3.660 1.103 0.118 0.935 0.685 0.404
N -1.608 3.531 -3.754 -0.616 -0.307 0.355
N 3.665 -4.256 3.349 0.058 -0.936 0.458
N 2.885 -2.052 4.780 -0.536 -0.739 -1.214
N 1.995 3.838 -0.030 -0.325 -0.154 -0.516
N -4.820 -2.797 4.049 0.486 -0.954 -0.721
N -5.350 -3.223 1.312 1.495 0.252 1.344
N 1.899 -2.520 2.296 1.529 -1.472 0.027
N -0.130 -2.887 -5.600 0.780 0.655 0.079
N -3.879 -5.020 2.823 0.579 -0.051 -0.293
N 2.773 2.084 -3.288 0.414 -1.073 -0.961
C 2.612 4.060 2.252 0.481 0.601 1.206
C 3.842 -5.481 4.274 -0.698 1.442 -0.481
C -2.331 2.868 3.203 1.537 -0.812 0.148
C 5.859 0.125 -0.461 -0.954 -0.636 -0.464
C -1.691 0.195 -0.645 2.985 3.395 2.040
C 3.013 1.587 -4.675 0.839 0.595 0.387
C 4.418 2.918 3.273 -0.075 -0.391 -0.584
C -6.589 -3.245 0.577 -0.423 -1.167 0.305
C -1.377 2.005 4.006 0.211 -1.859 0.308
C 0.038 -1.372 -3.759 0.382 0.133 0.576
C 3.479 -0.843 -1.118 1.001 -0.683 -0.275
C 7.848 -0.860 -1.384 0.542 0.039 0.189
C -5.116 3.155 -0.900 0.481 1.488 -1.442
C -3.956 -6.496 2.670 -0.539 0.249 0.167
C 1.975 -3.355 1.066 -0.029 0.556 0.063
C -4.877 3.751 0.438 -0.452 -1.388 1.558
C 5.151 1.111 -6.900 -0.539 0.149 -0.198
C 4.458 -2.535 -4.140 -0.831 0.839 0.103
C -6.012 4.518 1.053 -1.323 -0.598 -0.294
C 2.087 4.824 1.036 -0.084 -1.368 -1.465
C -4.631 -1.382 3.823 -0.172 -0.226 -0.550
C 2.090 -2.711 -4.565 0.292 0.359 0.055
C 1.730 1.754 -5.453 0.047 0.337 -0.525
C 4.236 2.412 -5.202 -1.826 0.697 0.416
C -2.693 3.082 -4.611 0.386 -0.945 -0.080
C 3.340 -0.778 4.239 -0.474 -0.045 -0.436
C 0.781 5.667 1.238 1.957 -1.062 0.769
C -2.138 3.089 -6.015 -0.646 0.387 -1.270
C -4.149 -2.709 0.638 -0.251 0.159 -0.245
C -5.222 0.437 -4.324 -0.868 -0.808 -0.648
C -6.475 1.203 -0.650 -0.012 0.955 0.092
C -2.512 -4.450 2.930 -0.390 0.412 -0.178
C -3.275 1.675 -4.284 0.210 0.790 0.225
C -2.357 4.095 4.004 -2.988 4.247 1.170
C 4.355 -0.162 -0.010 -0.470 -0.197 -1.929
C 0.796 -1.959 -4.915 -0.281 0.429 -0.358
C -0.610 2.930 4.948 0.236 -0.580 0.209
C 4.912 -3.511 2.991 -0.863 -0.781 0.054
C -4.813 -3.142 5.488 -0.845 -1.409 0.311
C 0.811 -1.581 2.274 0.328 0.461 -0.397
C 3.150 -2.349 6.170 -1.038 0.322 0.315
H -0.108 -2.061 1.939 -0.444 -0.015 0.483
H -3.270 2.314 3.222 -0.214 0.807 -0.923
H -4.269 2.598 -1.301 0.160 -0.887 0.582
H 3.708 -1.884 -1.346 0.224 -0.176 0.384
H 0.693 -0.680 -3.230 -0.190 0.028 0.312
H 3.397 -0.004 5.004 0.177 -0.254 0.300
H 3.006 -1.435 6.746 -0.022 0.149 0.059
H -0.813 1.309 3.385 0.495 0.416 -0.097
H -5.546 0.675 -0.863 0.110 -0.263 0.061
H -3.211 -6.985 3.297 -0.032 0.348 0.282
H 4.546 3.715 4.005 -0.388 -0.086 0.275
H 2.085 1.445 -2.917 -0.692 0.299 0.351
H -2.522 0.914 -4.484 0.111 -0.313 -0.537
H -6.371 5.204 0.286 -0.205 0.297 0.293
H -0.014 5.063 1.676 -0.182 0.043 -0.205
H 4.733 -2.608 -5.192 0.012 -0.400 -0.142
H -7.305 0.766 -1.205 0.077 0.060 -0.252
H -0.285 -2.176 -3.097 0.145 -0.132 0.359
H -4.952 -6.833 2.956 0.062 0.100 0.016
H -4.984 -4.213 5.597 -0.247 -0.037 -0.123
H 0.388 3.246 4.647 -0.122 0.227 -0.781
H 5.225 1.044 -7.985 0.419 0.298 0.077
H 6.101 1.006 -6.378 0.391 0.265 -0.216
H 4.013 1.686 0.864 -0.089 0.176 0.096
H -5.804 5.020 1.998 0.637 0.188 -0.283
H -1.823 3.084 2.263 -0.823 -0.049 -0.572
H -5.948 -0.014 -5.001 -0.500 0.611 -0.236
H 1.655 -2.729 0.233 0.139 0.092 -0.021
H -3.393 -2.357 1.340 -0.219 0.030 -0.014
H -1.802 -5.061 3.487 -0.377 -0.328 0.092
H -1.972 3.697 -2.827 0.031 0.255 0.218
H -4.581 -1.162 2.757 0.095 0.126 0.056
H 4.767 -6.045 4.162 0.200 0.584 -0.457
H 4.325 -0.753 0.905 0.266 -0.289 0.187
H -2.075 -4.290 1.945 0.025 -0.072 -0.196
H 4.127 -2.726 6.474 0.264 -0.266 -0.488
H 3.582 -0.368 -2.094 0.246 0.407 0.161
H 1.789 -3.483 -3.857 0.187 -0.566 0.060
H -5.737 0.857 -3.461 0.042 -0.240 0.335
H -3.678 -3.430 -0.030 -0.034 -0.683 0.209
H 8.443 -1.766 -1.495 -0.530 -0.484 0.486
H 5.839 0.655 -1.413 -0.326 0.233 -0.115
H 2.354 -3.018 6.497 0.237 -0.297 0.226
H -5.520 -0.885 4.211 0.323 0.507 0.222
H 8.532 -0.170 -0.889 -0.177 0.329 0.371
H 3.786 2.079 3.564 -0.255 0.098 0.879
H -0.328 -3.608 -4.922 -0.184 -0.436 -0.091
H -3.748 -6.873 1.669 -0.013 0.486 -0.326
H 0.855 1.243 -5.050 0.252 -0.414 0.380
H -2.582 -3.488 3.438 0.103 -0.063 -0.081
H 2.826 5.489 0.590 0.401 0.473 0.927
H -3.960 -2.982 6.149 1.056 0.487 -1.110
H 2.588 -0.412 3.540 0.273 0.099 -0.156
H -6.810 -2.287 0.108 0.267 -0.031 -0.055
H -3.692 -1.105 4.305 -0.172 0.526 0.029
H 3.032 -6.192 4.112 -0.100 0.276 -0.055
H 1.317 -4.224 1.062 -0.259 -0.135 0.362
H -4.622 2.925 1.104 -0.323 -0.874 0.506
H 2.671 4.767 3.079 0.526 0.172 0.456
H 7.793 -0.514 -2.416 -0.909 0.332 -0.143
H 0.392 -3.297 -6.362 -0.214 -0.415 -0.257
H -3.519 3.781 -4.482 -0.080 0.123 -0.391
H -4.659 -0.473 -4.116 0.726 0.140 0.700
H 5.601 -4.189 2.486 -0.016 -0.134 0.142
H -4.417 -1.934 -0.080 -0.241 0.399 0.397
H 4.674 -2.742 2.257 -0.071 0.145 0.190
H -0.415 2.583 5.963 -0.460 -0.515 -0.005
H -6.808 3.824 1.323 -0.365 -0.023 -0.278
H 1.988 3.251 2.634 -0.919 0.019 -0.437
H -5.136 3.929 -1.667 -0.100 0.746 0.193
H 2.445 -3.124 -5.509 -0.006 -0.508 -0.087
H 3.950 3.450 -5.030 0.315 0.142 0.247
H -2.019 4.125 -6.332 -0.230 0.027 -0.220
H -7.406 -3.569 1.223 0.104 0.303 0.205
H 1.877 1.392 -6.471 -0.113 0.176 -0.192
H -2.029 1.325 4.553 0.203 0.012 0.698
H -0.878 -0.854 -4.040 0.198 0.105 -0.347
H 3.775 -5.104 5.295 0.138 -0.379 0.220
H -5.580 -2.655 6.089 -0.613 0.219 -0.663
H 1.143 6.371 1.987 -0.692 0.561 0.012
H 1.414 2.797 -5.454 0.229 0.189 -0.214
H 4.506 -3.485 -3.608 0.187 -0.165 -0.118
H 3.360 0.555 -4.735 -0.340 -0.503 0.324
H 0.493 6.154 0.306 -0.008 -0.154 0.185
H 1.050 -1.137 -5.584 0.007 -0.040 -0.278
H 1.031 -0.827 1.518 -0.009 0.233 -0.106
H -1.164 2.653 -6.237 0.222 -0.308 0.992
H 4.596 0.215 -6.621 -0.543 0.050 0.276
H 2.847 3.296 -0.014 0.484 0.261 -0.501
H -6.497 -4.061 -0.140 -0.072 0.211 -0.648
H 3.575 1.834 -2.727 0.487 0.303 0.300
H -0.986 2.750 -3.599 0.523 0.003 -0.095
H 5.115 2.141 -4.618 0.213 0.035 0.219
H 5.402 2.469 3.133 0.121 0.192 -0.489
H 2.407 -0.804 -0.924 -0.029 0.144 0.473
H 6.341 0.794 0.252 0.123 -0.050 0.334
H -2.802 2.544 -6.687 -0.314 0.306 -0.233
H -3.420 1.574 -3.208 -0.431 0.360 0.206
H 4.284 -0.846 3.698 0.201 0.131 0.092
H 1.323 3.125 0.215 -0.268 0.383 -0.114
H 2.658 1.022 0.208 -0.063 -0.142 -0.008
H -3.484 4.822 1.311 -0.208 0.502 0.267
H -2.969 4.134 -0.004 0.013 -0.104 -0.448
H 5.129 -1.803 -3.689 0.090 -0.204 0.173
H 0.753 -1.051 3.225 -0.512 -0.285 0.030
H 2.977 -3.726 0.848 0.011 0.233 0.225
H -6.750 1.138 0.403 0.233 -0.209 0.342
H 5.404 -3.082 3.864 0.030 0.142 0.058
```
Positions in Å, forces in eV/Å.